No. 1
This record from OMol25 describes a molecular structure, C5H9NO. The level of theory is ωB97M-V/def2-TZVPD.

Each line ends with the natural charge from an NBO analysis.
Element x y z (Å)
C: -2.02050 -0.36952 0.74236  -0.605
C: -1.03449 -0.25488 -0.41304  -0.292
C: -0.74752 1.18466 -0.92083  -0.217
N: 0.68622 1.04597 -0.56116  -0.496
C: 2.65727 -0.50486 0.35179  -0.264
C: 0.44819 -0.14548 -0.14819  0.537
O: 1.32282 -1.02752 0.32888  -0.482
H: -1.72766 0.27672 1.57703  0.211
H: -2.11499 -1.39363 1.11647  0.216
H: -3.01209 -0.04463 0.40458  0.214
H: -1.28394 -0.96436 -1.21068  0.218
H: -0.89534 1.35029 -1.99234  0.189
H: -1.24735 1.97547 -0.35118  0.185
H: 3.32515 -1.35046 0.51410  0.193
H: 2.88316 -0.00663 -0.59543  0.203
H: 2.76105 0.22886 1.15765  0.189

- HOMO: -9.6 eV
- Electronic energy: -325.8645 a.u.
- E_LUMO: 1.080 eV
- Total charge: 0

No. 2
This record from OMol25 describes C5H9NO in the gas phase. The level of theory is ωB97M-V/def2-TZVPD.

Each line ends with the natural charge from an NBO analysis.
Element x y z (Å)
C: 1.46782 -0.82725 -0.29493  -0.619
C: 0.23552 0.03923 -0.10192  -0.006
C: 0.47666 1.48845 -0.51832  -0.602
N: -1.02333 -0.46825 -0.73704  -0.608
C: -1.79197 -0.33989 0.52934  -0.352
C: -0.47242 -0.07386 1.25770  0.600
O: -0.10704 -0.09073 2.40001  -0.510
H: 2.29291 -0.45344 0.31794  0.230
H: 1.78399 -0.81000 -1.34456  0.219
H: 1.27887 -1.86666 -0.00406  0.212
H: 1.36315 1.90342 -0.02792  0.216
H: -0.38288 2.12023 -0.26639  0.214
H: 0.61586 1.52983 -1.60453  0.222
H: -0.91531 -1.45235 -0.96859  0.356
H: -2.46777 0.52394 0.51142  0.215
H: -2.35407 -1.22268 0.85186  0.215

- SMILES: CC1(C)NCC1=O
- HOMO: -9.6 eV
- Electronic energy: -325.8793 a.u.
- E_LUMO: 0.935 eV
- Total charge: 0

No. 3
This record from OMol25 describes 4 unconnected molecules or ions with the total composition C5H9NO. The level of theory is ωB97M-V/def2-TZVPD.

Each line ends with the natural charge from an NBO analysis.
Element x y z (Å)
C: -1.25958 -0.78191 0.78726  -0.615
C: -0.55398 0.26896 -0.04691  -0.257
C: -0.39628 0.03882 -1.41695  -0.330
C: 1.50809 0.09325 0.79224  0.174
O: 2.13321 -0.76913 0.13002  -0.593
C: -0.64871 1.63746 0.36939  0.267
N: -0.71971 2.73841 0.72603  -0.340
H: -0.75495 -1.74923 0.68088  0.225
H: -1.26906 -0.52180 1.84876  0.227
H: -2.29768 -0.89032 0.46144  0.219
H: -0.87729 -0.83638 -1.85478  0.233
H: 0.94748 -0.46778 -1.66898  -0.017
H: -0.22847 0.86258 -2.10348  0.243
H: 1.72058 1.16151 0.64871  0.149
H: 1.03176 -0.19968 1.73524  0.159
H: 1.64867 -0.66265 -1.20568  0.256

- HOMO: -9.2 eV
- Electronic energy: -325.7530 a.u.
- E_LUMO: 0.127 eV
- Total charge: 0

No. 4
This record from OMol25 describes C5H9NO in the gas phase in a non-equilibrium geometry. The level of theory is ωB97M-V/def2-TZVPD.

Each line ends with the natural charge from an NBO analysis.
Element x y z (Å)
C: 1.83649 -0.91087 0.00091  -0.874
C: 1.36724 0.38286 -0.05841  0.582
N: 2.33756 1.25567 -0.32374  -0.847
O: 0.11588 0.85490 0.04473  -0.483
C: -0.88928 -0.05862 0.45026  0.076
C: -1.78706 -0.62880 -0.60026  -0.444
C: -2.27786 0.45247 0.33134  -0.434
H: 2.52527 -1.14920 0.80563  0.231
H: 1.23650 -1.79053 -0.16368  0.214
H: 3.07415 0.35759 -0.45142  0.463
H: 2.17771 2.24989 -0.25788  0.408
H: -0.60170 -0.67649 1.29666  0.210
H: -1.57684 -0.33537 -1.62414  0.228
H: -2.15528 -1.64448 -0.47687  0.221
H: -2.39177 1.45139 -0.08009  0.229
H: -2.99101 0.18960 1.10696  0.220

- SMILES: C=C(N)OC1CC1
- HOMO: -7.6 eV
- Electronic energy: -325.7794 a.u.
- E_LUMO: 1.058 eV
- Total charge: 0

No. 5
This record from OMol25 describes a molecular structure, C5H9NO in a non-equilibrium geometry. The level of theory is ωB97M-V/def2-TZVPD.

Each line ends with the natural charge from an NBO analysis.
Element x y z (Å)
C: 1.81518 0.12494 0.68809  -0.639
C: 0.73950 -0.11854 -0.36279  -0.088
N: -0.24049 -1.31003 -0.24888  -0.349
C: -0.96920 -0.48033 0.82435  -0.301
C: -0.63464 0.54840 -0.28476  0.219
O: -1.00951 1.86534 -0.47289  -0.695
C: -1.11177 -0.57878 -1.21196  -0.247
H: 2.58124 -0.65594 0.64775  0.224
H: 2.31481 1.08145 0.47832  0.220
H: 1.43272 0.18030 1.71275  0.209
H: 1.18833 -0.09693 -1.36184  0.190
H: -0.36492 -0.82667 1.64236  0.208
H: -2.05124 -0.58722 0.99595  0.195
H: -0.77916 2.39477 0.30265  0.476
H: -0.76291 -0.62721 -2.24382  0.188
H: -2.14794 -0.91354 -1.10528  0.189

- HOMO: -9.5 eV
- Electronic energy: -325.7913 a.u.
- E_LUMO: 0.766 eV
- Total charge: 0

No. 6
This record from OMol25 describes C5H9NO in the gas phase in a non-equilibrium geometry. The level of theory is ωB97M-V/def2-TZVPD.

Each line ends with the natural charge from an NBO analysis.
Element x y z (Å)
C: -2.02742 1.11757 -0.08493  -0.405
C: -1.99667 -0.18909 0.16771  -0.161
C: -0.75732 -1.02345 0.52556  -0.440
C: 0.57126 -0.57425 -0.09275  -0.171
N: 1.62712 -1.52596 0.32319  -0.784
C: 1.01890 0.86714 -0.00454  0.424
O: 1.39053 1.48528 -0.95728  -0.503
H: -2.97752 1.63938 -0.11910  0.206
H: -1.16125 1.74454 0.03847  0.185
H: -2.90745 -0.76057 0.02005  0.199
H: -0.98996 -1.99910 0.11335  0.231
H: -0.68664 -1.03975 1.61957  0.213
H: 0.40545 -0.81884 -1.14751  0.206
H: 1.91939 -1.29346 1.28060  0.341
H: 2.49054 -1.24462 -0.14892  0.358
H: 1.04368 1.24914 1.04052  0.101

- SMILES: C=CC[C@H](N)C=O
- HOMO: -9.7 eV
- Electronic energy: -325.8544 a.u.
- E_LUMO: 0.868 eV
- Total charge: 0

No. 7
This record from OMol25 describes C5H9NO in the gas phase. The level of theory is ωB97M-V/def2-TZVPD.

Each line ends with the natural charge from an NBO analysis.
Element x y z (Å)
C: 1.00434 1.13856 0.69094  -0.604
C: 0.16851 0.11462 -0.06907  0.046
C: 1.06984 -0.84710 -0.85079  -0.608
C: -0.80913 -0.64995 0.85857  -0.093
O: -2.08258 -0.55270 0.19733  -0.496
C: -1.89174 0.34873 -0.79434  0.382
N: -0.73256 0.80072 -1.02027  -0.476
H: 1.62409 1.71496 -0.00358  0.222
H: 1.66093 0.64111 1.41462  0.207
H: 0.35982 1.83716 1.23320  0.213
H: 1.57886 -1.54131 -0.16718  0.206
H: 0.47631 -1.43094 -1.56201  0.217
H: 1.82795 -0.29574 -1.41625  0.219
H: -0.55892 -1.70784 0.98937  0.193
H: -0.90079 -0.17652 1.84363  0.183
H: -2.79492 0.60624 -1.34416  0.188

- SMILES: CC1(C)COC=N1
- HOMO: -9.6 eV
- Electronic energy: -325.9038 a.u.
- E_LUMO: 0.952 eV
- Total charge: 0

No. 8
This record from OMol25 describes C5H9NO in the gas phase in a non-equilibrium geometry. The level of theory is ωB97M-V/def2-TZVPD.

Each line ends with the natural charge from an NBO analysis.
Element x y z (Å)
C: -2.10699 -0.18878 -0.03127  -0.586
C: -0.61752 -0.37745 -0.33922  -0.334
C: -0.06784 -1.49454 0.44646  0.298
N: 0.38972 -2.37043 1.04969  -0.351
C: 0.18302 0.92239 -0.10773  -0.403
C: 1.65748 0.70249 0.21355  -0.068
O: 2.27979 -0.11006 -0.76582  -0.729
H: -2.50516 0.63498 -0.63173  0.217
H: -2.24641 0.06396 1.02494  0.214
H: -2.68365 -1.09186 -0.25069  0.223
H: -0.49351 -0.67170 -1.38717  0.253
H: 0.09113 1.52898 -1.01554  0.217
H: -0.27081 1.49446 0.71071  0.210
H: 1.75312 0.25514 1.21177  0.176
H: 2.17104 1.67047 0.23639  0.180
H: 2.46660 -0.96806 -0.36435  0.483

- SMILES: C[C@H](C#N)CCO
- HOMO: -10.6 eV
- Electronic energy: -325.8982 a.u.
- E_LUMO: 0.888 eV
- Total charge: 0

No. 9
This record from OMol25 describes C5H9NO in the gas phase in a non-equilibrium geometry. The level of theory is ωB97M-V/def2-TZVPD.

Each line ends with the natural charge from an NBO analysis.
Element x y z (Å)
C: 1.63544 1.44894 1.55338  -0.384
C: 1.44246 0.74249 0.44875  -0.179
C: 0.91522 -0.64121 0.43593  -0.442
C: -0.09694 -0.88026 -0.70759  -0.494
C: -1.51082 -0.43439 -0.36355  0.677
N: -2.28088 -0.07490 -1.44130  -0.832
O: -1.89351 -0.21395 0.76629  -0.609
H: 1.71575 2.51474 1.72420  0.204
H: 1.52162 0.96043 2.52400  0.180
H: 1.67255 1.23409 -0.49857  0.188
H: 0.39590 -0.78813 1.38174  0.243
H: 1.69465 -1.37362 0.19764  0.212
H: -0.14058 -1.96845 -0.80096  0.231
H: 0.26276 -0.39255 -1.61312  0.214
H: -2.09172 -0.25776 -2.40753  0.393
H: -3.24189 0.12454 -1.19931  0.398

- SMILES: C=CCCC(N)=O
- HOMO: -9.4 eV
- Electronic energy: -325.8961 a.u.
- E_LUMO: 0.908 eV
- Total charge: 0

No. 10
This record from OMol25 describes C5H9NO in the gas phase. The level of theory is ωB97M-V/def2-TZVPD.

Each line ends with the natural charge from an NBO analysis.
Element x y z (Å)
C: -2.01427 -0.32562 -0.05390  -0.635
C: -1.18574 0.66608 0.72728  -0.067
N: -0.19061 0.22872 1.69989  -0.569
C: 0.26335 0.82738 0.44679  -0.125
C: 0.89959 -0.05572 -0.59317  0.030
C: 2.33254 -0.33611 -0.58614  -0.102
O: 1.39905 -1.31333 -0.14521  -0.497
H: -2.42322 0.14049 -0.95859  0.216
H: -2.85767 -0.68417 0.54501  0.219
H: -1.42398 -1.19736 -0.35779  0.214
H: -1.73608 1.55087 1.04674  0.195
H: -0.05127 -0.77947 1.63760  0.359
H: 0.72100 1.80993 0.56188  0.203
H: 0.38881 -0.11679 -1.55337  0.189
H: 2.83654 -0.56651 -1.52478  0.183
H: 2.95249 0.11181 0.18917  0.186

- SMILES: C[C@H]1N[C@H]1[C@H]1CO1
- HOMO: -9.4 eV
- Electronic energy: -325.8286 a.u.
- E_LUMO: 1.112 eV
- Total charge: 0

Sequential ΔE to the lowest compared entry with this formula, charge and spin output: 45.8; 36.6; 115.8; 99.2; 91.8; 52.2; 21.2; 24.7; 26.0; 68.4 kcal per mole